{
  "formula": "C39H61N9O14",
  "method": "wB97M-V/def2-TZVPD",
  "elements": ["C", "C", "C", "C", "C", "C", "N", "O", "C", "C", "C", "H", "H", "H", "H", "H", "H", "H", "H", "H", "H", "H", "H", "H", "H", "H", "H", "H", "H", "N", "O", "O", "O", "C", "C", "C", "C", "C", "C", "N", "O", "O", "H", "H", "H", "H", "H", "C", "C", "C", "C", "C", "C", "N", "O", "O", "H", "H", "H", "H", "H", "C", "C", "C", "C", "C", "C", "N", "O", "O", "H", "H", "H", "H", "H", "C", "O", "N", "C", "C", "H", "H", "H", "H", "H", "H", "H", "C", "O", "N", "C", "C", "H", "H", "H", "H", "H", "H", "H", "C", "O", "N", "C", "C", "H", "H", "H", "H", "H", "H", "H", "C", "O", "N", "C", "C", "H", "H", "H", "H", "H", "H", "H"],
  "coordinates": [[52.456, 24.641, 35.330], [51.967, 23.475, 36.162], [52.687, 23.561, 37.555], [52.021, 24.733, 38.347], [50.507, 24.471, 38.663], [49.691, 24.465, 37.383], [50.430, 23.591, 36.297], [49.842, 23.084, 35.383], [49.438, 25.855, 36.691], [48.328, 23.851, 37.646], [52.431, 22.200, 35.617], [53.524, 24.662, 35.146], [52.060, 25.633, 35.612], [51.894, 24.496, 34.507], [53.664, 23.421, 37.359], [52.279, 22.744, 38.226], [52.341, 25.691, 37.786], [52.442, 24.934, 39.349], [50.036, 25.019, 39.382], [50.568, 23.420, 39.047], [50.509, 26.316, 36.484], [49.245, 26.483, 37.663], [48.781, 25.948, 36.026], [48.349, 22.988, 38.146], [47.661, 24.108, 36.734], [47.843, 24.301, 38.525], [53.613, 22.443, 35.315], [51.801, 21.873, 34.950], [52.199, 21.332, 36.321], [47.058, 25.768, 40.931], [46.733, 26.401, 39.930], [46.248, 24.758, 41.352], [48.016, 26.103, 41.674], [46.785, 17.370, 39.266], [47.268, 18.460, 40.195], [48.373, 19.440, 39.733], [48.778, 19.268, 38.188], [48.295, 18.146, 37.362], [47.295, 17.070, 37.950], [49.729, 20.312, 37.708], [50.430, 20.919, 38.581], [49.907, 20.463, 36.510], [45.984, 16.750, 39.597], [46.912, 18.482, 41.346], [48.935, 20.300, 40.194], [48.705, 18.098, 36.262], [47.046, 16.332, 37.425], [47.994, 30.224, 36.055], [47.366, 31.652, 35.733], [47.665, 32.729, 36.709], [48.692, 32.408, 37.843], [49.279, 30.991, 38.082], [48.820, 29.906, 37.069], [49.019, 33.528, 38.796], [49.340, 33.267, 39.984], [48.984, 34.648, 38.223], [47.958, 29.476, 35.374], [46.981, 31.923, 34.572], [47.109, 33.650, 36.527], [49.871, 31.057, 38.979], [48.976, 28.951, 36.932], [57.444, 18.012, 42.169], [57.086, 17.182, 41.059], [56.183, 17.820, 39.903], [55.689, 19.248, 40.036], [56.113, 20.121, 41.298], [57.053, 19.373, 42.242], [54.813, 19.941, 38.972], [54.166, 21.002, 39.287], [54.937, 19.384, 37.868], [58.178, 17.612, 42.918], [57.593, 16.292, 40.835], [55.711, 17.262, 39.033], [55.857, 21.008, 41.441], [57.298, 20.013, 43.119], [53.261, 23.191, 31.307], [53.078, 22.682, 32.411], [54.509, 23.581, 30.855], [54.753, 24.188, 29.451], [55.658, 23.420, 31.742], [52.356, 23.589, 30.799], [54.640, 23.334, 28.750], [55.748, 24.474, 29.386], [54.111, 24.992, 29.163], [56.456, 23.985, 31.475], [56.056, 22.366, 31.866], [55.499, 23.742, 32.783], [52.222, 28.673, 39.131], [51.672, 28.039, 38.173], [51.580, 29.019, 40.194], [52.260, 29.831, 41.199], [50.224, 28.496, 40.552], [53.188, 29.009, 39.113], [51.888, 29.610, 42.209], [52.134, 30.870, 41.024], [53.404, 29.812, 41.369], [49.587, 29.312, 40.395], [50.111, 28.073, 41.536], [50.197, 27.972, 39.667], [45.541, 26.685, 36.907], [45.688, 25.547, 36.435], [45.239, 27.750, 36.101], [44.972, 29.016, 36.707], [45.252, 27.570, 34.621], [45.436, 26.823, 37.948], [44.793, 29.937, 36.072], [45.620, 29.353, 37.501], [43.942, 29.232, 37.150], [45.288, 28.620, 34.243], [44.412, 27.032, 34.314], [46.130, 27.013, 34.122], [49.170, 27.055, 32.563], [48.353, 27.675, 33.298], [50.520, 27.181, 32.872], [51.543, 26.547, 32.027], [51.071, 28.107, 33.876], [49.081, 26.600, 31.695], [51.547, 25.466, 31.985], [52.603, 26.708, 32.321], [51.514, 26.983, 30.993], [51.021, 29.210, 33.866], [52.058, 27.795, 34.007], [50.401, 27.900, 34.749]],
  "atomic_forces_ev_per_a": [[-0.6985, 1.5134, 1.5305], [1.6981, 1.0878, 3.7348], [-7.4747, -0.0593, 2.6556], [1.9255, 2.6302, 0.0709], [3.3597, -2.8154, -3.5354], [-1.6621, -0.1585, -0.3487], [0.3827, -0.5098, -1.6180], [0.1508, 0.9645, 1.8038], [9.1114, 0.9858, 8.7197], [-1.3525, 4.2117, -2.5029], [4.1234, -0.4884, 2.7914], [-0.0502, -0.2416, 0.1081], [0.7372, -0.4253, 0.6202], [-1.0582, -0.4349, -3.9442], [3.4529, 0.2428, -0.0840], [1.0912, -0.0917, -1.3025], [-1.3870, -1.0221, 0.9421], [0.3877, -0.5180, -0.4283], [-0.9740, 2.0224, 1.8292], [-0.5774, 0.6445, -0.2151], [-2.3687, -0.7784, -0.2213], [-0.3650, -0.9274, -1.8842], [-5.3907, 0.3820, -5.5284], [0.3294, -4.6384, 0.4598], [0.6240, -1.4099, 1.8020], [0.1746, 1.4579, -0.4811], [-3.4392, -1.5110, 0.5530], [-2.4223, -1.2972, -5.2277], [1.4324, 1.3120, -0.0414], [-2.5495, -2.3725, 3.1372], [0.5770, 0.1189, -0.6221], [2.6630, 2.6163, -1.5381], [-0.3763, -0.3141, -1.2315], [2.3362, 1.7737, -0.8340], [2.5555, 1.2042, -0.9251], [-2.0836, -3.2945, -3.7186], [-2.5166, -2.0375, 3.1178], [-0.1698, 0.1582, 1.2170], [4.5072, 11.2596, 5.6205], [1.8306, -0.1256, 1.1075], [-2.0400, -1.1978, -1.9400], [-0.5990, -0.1363, 0.7322], [-0.3223, -0.3949, 0.5488], [0.7625, 0.0386, -3.1635], [-1.1818, -1.2750, 0.0823], [-0.9951, -0.0546, 2.3820], [-2.1922, -5.8881, -4.2352], [-1.4489, 6.8386, -0.2960], [2.7958, -0.2988, 1.0164], [1.3900, -4.1897, -0.7225], [-1.4753, -3.7921, -1.5019], [-3.9343, 3.3572, -3.3471], [-0.1433, 7.7789, 3.1180], [0.4567, 0.2479, -0.5814], [-0.7601, 0.9529, -3.0026], [0.1591, -2.1191, 2.2481], [-1.0544, -2.0354, -2.4120], [0.5998, -0.9489, 3.7972], [0.8483, 0.1091, 0.5722], [0.4201, -1.0401, -0.0386], [2.2759, -4.9545, 1.0402], [0.0957, -0.3326, -1.7112], [-2.6367, 5.2372, -2.1993], [-0.2820, 2.0878, 2.5791], [2.0549, -0.1455, 3.9518], [4.1097, -14.0442, -2.8985], [-3.1375, 2.4759, -1.4570], [0.6319, 0.2363, 0.5572], [2.1113, -3.7211, -1.3898], [-1.2239, 1.8048, 1.6162], [-0.9739, 0.4503, -0.7370], [0.1312, -1.3310, -0.0118], [1.2032, 0.5305, 1.2676], [-2.2703, 7.6097, 1.0759], [0.1772, -0.8406, -0.6588], [0.5282, 1.1749, 1.5284], [0.4184, -0.0038, -0.9800], [-0.4352, 0.8228, -1.0092], [-1.5945, -3.3087, 1.3343], [-1.4368, -2.6876, 1.7751], [0.6926, -0.4076, -0.7993], [-0.0779, 0.7141, 0.1168], [1.7845, 0.6966, 0.1551], [-0.6007, 0.4560, 0.2459], [2.2274, 1.8029, -1.5464], [-0.7533, 0.8836, -0.4890], [-0.7622, -0.0919, -0.3381], [-3.5664, -2.5949, -3.7245], [1.5092, 1.0027, 1.5071], [0.3125, 0.9676, 4.4146], [1.6491, -0.0164, 1.4978], [2.2150, 1.6672, -0.6559], [2.8658, 0.7959, -0.3669], [-0.2204, -0.0206, -0.4437], [-0.6839, 1.1017, -0.2045], [-1.5198, -0.9349, -1.0441], [-1.3831, 1.1264, 0.2829], [0.2723, -0.5291, -0.0626], [-1.6671, -2.6822, -1.2916], [-1.2499, -1.6513, -2.6468], [0.4942, 1.2643, 0.3895], [1.0381, -0.6875, -0.2806], [-2.6951, 3.1302, 0.3731], [2.3042, 1.3613, 0.2001], [0.3458, 0.5320, 1.5076], [1.4124, -1.3654, -0.4996], [0.7002, -0.3738, 0.0518], [0.6148, -1.6812, 0.0386], [-0.3078, -0.9757, -0.1226], [-1.6583, -0.5573, -0.5054], [-0.9248, 0.9209, 1.5749], [1.7747, 5.5088, 7.1864], [1.1037, -2.0085, -2.3026], [0.7659, 0.0913, -1.1751], [0.6832, 0.7529, -1.4144], [-3.2444, -0.5942, 1.6374], [-1.5249, -2.7591, -4.1374], [-0.8269, -0.3518, -0.0330], [-0.8960, 0.5188, 0.4581], [-0.0992, -0.6135, 0.6173], [-0.2104, -0.3560, -1.3834], [1.4413, -0.2966, 0.7437], [1.0994, 0.1267, -0.0493]],
  "lowdin_charge": [-0.006, -0.453, -0.107, -0.151, -0.084, -0.384, 0.082, 0.213, 0.045, -0.002, -0.031, 0.112, 0.075, 0.041, 0.077, 0.107, 0.104, 0.115, 0.094, 0.125, 0.092, 0.143, -0.007, 0.033, 0.121, 0.109, 0.186, 0.008, 0.109, -0.589, -0.074, -0.159, -0.089, -0.077, -0.037, 0.069, -0.105, 0.048, -0.001, -0.320, 0.009, 0.060, 0.075, 0.134, 0.099, 0.129, -0.004, -0.088, -0.021, -0.008, -0.063, 0.112, -0.046, -0.336, 0.042, 0.037, 0.039, 0.153, 0.085, 0.060, 0.023, -0.122, -0.024, 0.050, -0.054, 0.098, -0.065, -0.312, 0.035, 0.046, 0.114, 0.060, 0.104, -0.009, 0.098, -0.327, -0.012, -0.146, 0.001, -0.067, 0.131, 0.094, 0.048, 0.068, 0.036, 0.114, 0.085, -0.314, -0.073, -0.160, -0.056, 0.038, 0.108, 0.090, 0.064, 0.116, 0.065, 0.100, 0.040, -0.284, -0.019, -0.160, -0.120, -0.034, 0.104, 0.089, 0.073, 0.097, 0.088, 0.053, 0.089, -0.224, -0.024, -0.163, -0.076, -0.036, 0.087, 0.053, 0.092, 0.100, 0.102, 0.049, 0.075],
  "e_homo_ev": -6.7803,
  "lumo_energy_ev": -2.26,
  "molar_mass_g_mol": 879.966,
  "multiplicity": 1,
  "gap_ha": 0.1663,
  "fmax_ev_per_a": 14.92
}